{
  "formula": "C48H55N5O6S3SeTi",
  "method": "the ωB97M-V functional and the def2-TZVPD basis",
  "total_charge": 2,
  "spin_multiplicity": 1,
  "e_tot_ev": -191357.672,
  "mol_weight_g_mol": 1021.025,
  "species": ["Ti", "C", "C", "N", "C", "C", "S", "C", "C", "N", "H", "H", "H", "H", "H", "H", "H", "H", "H", "H", "H", "H", "H", "H", "C", "C", "C", "C", "C", "C", "C", "S", "O", "C", "C", "C", "C", "C", "C", "C", "C", "C", "C", "C", "C", "C", "C", "C", "C", "C", "C", "C", "C", "S", "O", "C", "C", "C", "C", "C", "C", "C", "H", "H", "H", "H", "H", "H", "H", "H", "H", "H", "H", "H", "H", "H", "H", "H", "H", "H", "H", "H", "H", "H", "H", "H", "H", "H", "C", "C", "N", "H", "H", "H", "O", "Se", "O", "O", "O", "C", "C", "N", "C", "C", "N", "C", "C", "H", "H", "H", "H", "H", "H", "H", "H", "H", "H", "H", "H"],
  "xyz": [[0.449478, -0.240040, -0.247929], [-1.498063, -3.766837, -1.076323], [-1.895726, -2.845709, 0.068752], [-1.621720, -1.383708, -0.142122], [-2.515016, -0.807136, -1.173783], [-2.010409, -0.958782, -2.606377], [-0.198766, -0.955892, -2.799751], [0.104912, -2.587386, -3.558064], [0.444880, -3.778835, -2.651625], [-0.076973, -3.673454, -1.316293], [-2.056193, -3.527017, -1.981926], [-1.822133, -4.776740, -0.799496], [-1.383598, -3.151362, 0.977760], [-2.970738, -2.942242, 0.251423], [-1.918740, -0.945391, 0.727441], [-2.630626, 0.245796, -0.933699], [-3.510184, -1.257885, -1.107991], [-2.418663, -0.155340, -3.219929], [-2.350339, -1.886313, -3.057126], [0.902960, -2.428959, -4.282522], [-0.797948, -2.764789, -4.142301], [1.528998, -3.848318, -2.556278], [0.122448, -4.675902, -3.199066], [0.439690, -4.271508, -0.687303], [4.715543, 5.315929, 3.594201], [3.396104, 4.689995, 3.240874], [2.727223, 3.881632, 4.154470], [1.460808, 3.378687, 3.882164], [0.857623, 3.671229, 2.671595], [1.521583, 4.445207, 1.724072], [2.779696, 4.946436, 2.014176], [-0.846488, 3.132860, 2.446574], [-1.308646, 2.675629, 3.783169], [-1.451273, 4.778607, 2.099673], [-1.026092, 5.861297, 2.909066], [-1.331713, 7.133880, 2.550789], [-2.019142, 7.393523, 1.331781], [-2.260109, 8.717561, 0.896710], [-2.907986, 8.958399, -0.280549], [-3.346518, 7.881507, -1.078521], [-3.145363, 6.591855, -0.673723], [-2.474847, 6.312130, 0.544412], [-2.230065, 4.965617, 0.991498], [-3.010686, 3.899568, 0.286188], [-4.428758, 3.906475, 0.523090], [-4.999487, 4.683648, 1.560393], [-6.348618, 4.675081, 1.773398], [-7.200559, 3.908380, 0.953192], [-6.677613, 3.141541, -0.049476], [-5.284619, 3.112264, -0.275904], [-4.730837, 2.309557, -1.314679], [-3.387516, 2.246534, -1.484720], [-2.534520, 3.007027, -0.640976], [-0.796453, 2.893981, -0.906048], [-0.518474, 1.353760, -0.894047], [-0.677949, 3.428807, -2.587664], [-0.556467, 4.808928, -2.721516], [-0.504378, 5.351737, -3.992820], [-0.557272, 4.539718, -5.126995], [-0.508681, 5.149806, -6.497336], [-0.666386, 3.161680, -4.954052], [-0.733285, 2.595118, -3.689141], [5.314912, 4.652850, 4.216606], [4.557068, 6.237511, 4.157498], [5.293026, 5.570943, 2.706682], [3.185691, 3.668162, 5.112487], [0.917856, 2.811624, 4.626835], [1.035466, 4.720455, 0.795028], [3.279229, 5.581447, 1.291593], [-0.458154, 5.652207, 3.806793], [-1.032257, 7.968390, 3.172060], [-1.916770, 9.537044, 1.515439], [-3.088840, 9.974476, -0.603920], [-3.851239, 8.080244, -2.014691], [-3.498162, 5.778068, -1.295328], [-4.363160, 5.273960, 2.205757], [-6.767555, 5.260860, 2.580215], [-8.268224, 3.925689, 1.124485], [-7.321153, 2.540863, -0.679646], [-5.396586, 1.757315, -1.965621], [-2.956594, 1.663214, -2.288158], [-0.515712, 5.455493, -1.850459], [-0.413763, 6.424787, -4.108380], [0.303820, 5.871975, -6.574578], [-1.437535, 5.681111, -6.711336], [-0.370181, 4.392825, -7.266633], [-0.702646, 2.519566, -5.825486], [-0.809465, 1.523904, -3.574507], [0.075247, -0.394952, 4.001898], [0.187292, -0.699353, 2.558863], [0.219395, 0.095279, 1.571680], [-0.515215, -1.167045, 4.493737], [-0.357030, 0.591566, 4.155064], [1.085145, -0.442971, 4.422153], [2.966292, -1.944553, 2.218383], [1.727952, -2.593283, 1.464451], [0.277831, -2.078391, 2.336213], [1.476032, -1.729336, -0.002878], [1.551692, -4.147473, 1.218634], [3.175810, -0.222705, -1.740832], [4.526913, 0.422763, -2.128888], [4.757978, 1.628175, -1.347826], [4.644338, 1.314356, 0.071453], [3.203756, 0.871191, 0.434261], [2.406676, 0.687869, -0.825830], [2.325635, 2.021354, -1.485975], [3.743160, 2.607879, -1.696510], [3.322807, -1.161923, -1.217570], [2.552543, -0.411324, -2.617195], [4.545523, 0.686031, -3.186691], [5.338503, -0.282104, -1.950545], [4.917247, 2.197411, 0.646467], [5.358201, 0.527553, 0.314098], [2.681535, 1.617297, 1.034694], [3.208394, -0.068521, 0.982001], [1.751132, 2.676031, -0.833232], [1.792450, 1.890472, -2.425414], [3.884255, 3.491406, -1.072933], [3.875722, 2.909775, -2.735757]],
  "forces_ev_per_a": [[-0.47, 0.62, -0.11], [-0.01, 0.04, -0.01], [-0.06, 0.07, 0.00], [0.09, 0.19, -0.10], [0.04, 0.03, 0.13], [0.00, -0.08, -0.03], [0.06, 0.10, 0.14], [-0.10, 0.01, -0.05], [0.04, 0.02, -0.01], [0.02, -0.04, 0.03], [0.04, 0.01, -0.01], [-0.03, 0.00, 0.00], [0.08, 0.00, -0.01], [0.01, -0.05, 0.03], [-0.03, -0.03, 0.01], [0.04, -0.29, 0.01], [0.01, -0.04, 0.02], [0.04, 0.02, 0.00], [-0.04, 0.02, -0.02], [0.01, 0.02, 0.01], [0.01, -0.02, -0.01], [0.00, 0.01, -0.01], [0.00, -0.02, 0.01], [0.01, 0.02, 0.05], [0.04, -0.03, -0.03], [0.00, -0.05, 0.00], [-0.01, 0.00, 0.00], [0.04, -0.01, 0.01], [0.03, 0.01, 0.02], [0.01, -0.07, 0.01], [0.03, -0.04, -0.05], [0.00, -0.06, 0.00], [0.00, -0.10, -0.04], [0.05, -0.03, 0.11], [-0.03, 0.00, -0.03], [-0.05, 0.00, -0.08], [0.05, 0.01, 0.07], [0.01, 0.00, 0.01], [-0.01, 0.00, -0.02], [0.02, 0.01, 0.02], [-0.01, 0.00, 0.02], [-0.02, -0.09, -0.02], [-0.04, 0.23, -0.24], [-0.08, -0.18, 0.17], [0.03, -0.01, 0.09], [-0.01, 0.03, 0.03], [-0.04, -0.02, -0.01], [0.03, 0.01, 0.00], [0.00, -0.01, 0.01], [0.02, -0.10, -0.14], [0.00, 0.11, 0.13], [-0.02, 0.19, -0.04], [-0.01, 0.13, -0.21], [-0.06, -0.05, 0.25], [-0.04, 0.23, -0.36], [0.06, 0.03, 0.08], [0.04, 0.00, -0.08], [-0.02, 0.02, 0.03], [-0.01, 0.04, 0.00], [0.02, -0.02, -0.02], [-0.01, -0.05, 0.02], [0.00, 0.05, -0.08], [0.00, 0.00, 0.00], [-0.01, -0.01, 0.00], [-0.01, -0.01, -0.01], [0.01, 0.01, 0.00], [-0.02, -0.02, -0.01], [-0.02, -0.01, -0.02], [0.00, 0.00, 0.00], [-0.02, 0.01, -0.01], [0.01, 0.01, -0.01], [0.00, 0.01, 0.00], [0.00, 0.00, -0.01], [-0.01, 0.00, 0.01], [0.00, -0.01, 0.00], [0.00, -0.01, -0.03], [-0.01, 0.00, -0.01], [0.00, 0.00, 0.01], [-0.01, 0.00, 0.00], [-0.02, -0.01, -0.01], [-0.03, 0.12, 0.01], [0.01, -0.02, 0.01], [0.00, 0.00, 0.00], [0.00, 0.00, 0.00], [0.00, 0.00, 0.01], [0.00, 0.00, 0.00], [0.01, 0.00, 0.01], [0.04, -0.04, 0.02], [-0.07, 0.18, -0.06], [0.13, -0.07, 0.06], [-0.01, -0.44, -0.29], [-0.01, 0.01, 0.00], [0.02, 0.04, 0.02], [0.00, 0.01, 0.00], [-0.10, -0.09, -0.09], [0.10, -0.04, -0.24], [0.04, 0.03, 0.14], [0.49, -0.68, 0.69], [-0.03, 0.18, 0.02], [-0.08, 0.01, -0.01], [0.03, -0.03, -0.02], [-0.07, -0.03, 0.03], [0.03, 0.03, 0.04], [-0.05, -0.07, -0.03], [-0.04, -0.10, -0.03], [-0.10, -0.01, 0.04], [0.01, 0.04, -0.03], [0.00, -0.01, 0.00], [0.04, 0.01, -0.01], [0.00, 0.01, 0.00], [0.01, 0.02, 0.00], [0.02, 0.03, 0.05], [0.00, 0.00, -0.02], [0.01, 0.07, 0.04], [0.03, 0.03, 0.01], [-0.04, 0.04, 0.02], [-0.06, 0.02, -0.07], [0.00, 0.00, 0.01], [0.01, 0.00, 0.01]],
  "mulliken_charge": [-0.218, -1.030, -0.895, -0.154, -0.171, -1.575, 0.363, -0.972, -1.027, -0.047, 0.251, 0.550, 0.445, 0.509, 0.222, -0.744, 0.684, 0.770, 0.853, 0.552, 0.511, 0.464, 0.370, 0.327, -1.777, 0.800, -0.773, -0.708, 0.284, -0.287, -0.664, 1.223, -0.935, 0.194, -0.706, -1.320, 0.721, -0.886, -0.733, -0.848, -0.838, 1.272, -0.158, -1.372, 1.302, -0.840, -0.979, -0.648, -1.014, 0.798, -0.970, -0.780, 1.209, 1.456, 1.179, 1.110, -1.337, -0.986, 0.849, -1.638, -1.333, -0.235, 0.425, 0.323, 0.402, 0.472, 0.591, 0.387, 0.443, 0.636, 0.473, 0.468, 0.424, 0.491, 0.441, 0.392, 0.455, 0.436, 0.485, 0.537, 0.366, 0.472, 0.480, 0.402, 0.329, 0.379, 0.417, 0.211, -1.221, 0.472, 1.139, 0.479, 0.180, 0.289, -0.595, 1.175, -0.472, -0.022, -0.648, -0.588, -0.999, -0.124, -1.119, 0.355, 1.520, 0.873, -1.048, 0.404, 0.243, 0.342, 0.334, 0.393, 0.298, -0.216, 0.002, -1.241, 0.067, 0.416, 0.304]
}